{"formula": "C20H24INOP2W", "method": "the ωB97M-V functional and the def2-TZVPD basis", "molar_mass_g_mol": 667.1, "e_above_lowest_kj_mol": 0.0, "total_charge": 2, "gap_ev": [5.56, 5.29], "spin_multiplicity": 3, "lumo_ev": [-9.2, -9.5], "largest_force_ev_per_a": 9.4, "s_squared": 2.353, "homo_ev": [-14.8, -14.8], "symbols": ["C", "C", "C", "C", "C", "C", "C", "C", "C", "C", "C", "C", "C", "H", "H", "H", "H", "H", "H", "H", "N", "W", "C", "H", "H", "C", "H", "H", "P", "P", "C", "H", "H", "H", "C", "H", "H", "H", "C", "H", "H", "H", "C", "H", "H", "H", "C", "O", "H", "I"], "positions_angstrom": [[1.046, -2.529, -4.105], [1.197, -1.673, -3.000], [0.546, -0.407, -3.008], [-0.193, -0.013, -4.157], [-0.289, -0.873, -5.257], [0.314, -2.140, -5.234], [-0.889, 1.329, -4.087], [-0.014, 2.336, -3.376], [0.714, 1.847, -2.266], [1.527, 2.733, -1.508], [1.541, 4.098, -1.839], [0.808, 4.585, -2.931], [0.046, 3.697, -3.705], [1.543, -3.507, -4.085], [-0.862, -0.552, -6.136], [0.222, -2.814, -6.091], [-1.185, 1.682, -5.089], [2.164, 4.782, -1.251], [0.840, 5.650, -3.183], [-0.528, 4.067, -4.563], [0.658, 0.485, -1.923], [0.000, 0.000, 0.000], [2.041, -2.080, -1.820], [2.805, -1.309, -1.601], [2.546, -3.045, -2.003], [2.410, 2.182, -0.418], [3.067, 1.392, -0.831], [3.044, 2.972, 0.022], [0.973, -2.156, -0.299], [1.477, 1.327, 0.945], [0.833, 2.685, 2.005], [0.349, 2.252, 2.896], [1.646, 3.365, 2.314], [0.076, 3.236, 1.425], [2.822, 0.601, 1.981], [3.449, 1.395, 2.425], [2.376, -0.009, 2.784], [3.451, -0.047, 1.350], [-0.202, -3.528, -0.702], [0.323, -4.399, -1.135], [-0.731, -3.835, 0.215], [-0.939, -3.153, -1.432], [2.045, -2.935, 0.989], [1.501, -2.949, 1.948], [2.323, -3.966, 0.708], [2.960, -2.335, 1.119], [-0.799, -0.405, 1.629], [-1.300, -0.663, 2.659], [-1.826, 1.208, -3.497], [-1.796, 2.113, -0.154]]}